{
  "formula": "C11H11N",
  "method": "ωB97M-V/def2-TZVPD",
  "relative_energy_kj_mol": 272.3,
  "smiles": "c1ccccc1.c1ccncc1",
  "total_charge": 0,
  "homo_lumo_gap_ev": 9.632,
  "mol_weight_g_mol": 157.2,
  "elements": ["C", "C", "C", "C", "C", "C", "H", "H", "H", "H", "H", "H", "C", "C", "C", "N", "C", "C", "H", "H", "H", "H", "H"],
  "xyz": [[-3.467094, 0.348807, 0.029033], [-3.034896, -1.005455, 0.121934], [-1.745520, -1.307234, -0.067339], [-0.785513, -0.330212, -0.159180], [-1.123406, 0.981997, -0.064029], [-2.500697, 1.295959, -0.135664], [-4.609920, 0.650134, 0.092130], [-3.683090, -1.814730, 0.497478], [-1.401243, -2.334798, 0.062237], [0.373644, -0.487942, -0.299077], [-0.375840, 1.852252, 0.101169], [-2.580009, 2.397272, -0.281705], [2.647857, 0.931969, -0.609469], [2.408451, 1.030264, 0.782708], [1.942705, -0.147695, 1.395085], [1.659571, -1.288802, 0.798735], [1.858831, -1.301064, -0.486282], [2.401575, -0.262771, -1.235255], [3.101534, 1.741943, -1.075428], [2.605835, 1.883888, 1.370686], [1.844716, -0.132043, 2.474005], [1.761287, -2.301745, -1.024301], [2.701231, -0.399993, -2.287466]],
  "forces_ev_per_angstrom": [[-2.498, -0.419, -0.058], [-2.584, 0.680, 0.904], [1.836, -1.599, 0.329], [3.873, 0.966, -0.646], [-0.527, 1.778, -0.060], [1.683, 2.280, 0.300], [2.601, -0.780, -0.159], [-0.051, 0.612, -0.660], [-0.177, 0.110, -0.301], [-4.530, 0.299, 0.245], [-1.227, -1.773, -0.763], [-1.148, -0.928, 0.353], [-0.404, -0.352, 2.439], [-0.557, -2.444, -1.564], [0.455, 1.427, 1.074], [0.913, -0.377, 1.195], [2.121, -2.702, -2.676], [0.409, -0.123, -0.749], [0.600, 1.290, -1.111], [0.197, 0.844, 0.370], [-0.207, -0.093, 0.089], [-0.310, 1.342, 0.820], [-0.470, -0.039, 0.630]]
}